Version P
Density functional theory data (ωB97M-V/def2-TZVPD) for a molecular structure, C6H6ClNS.

Geometry as XYZ:
```
15
C6H6ClNS, DFT ωB97M-V/def2-TZVPD
C -1.54 -0.88 -0.09
C -2.95 -1.03 -0.10
C -1.19 0.45 -0.05
C 1.22 0.30 0.75
C 1.34 0.44 -0.72
C 0.14 1.03 -0.08
N -3.61 0.10 -0.04
S -2.67 1.33 0.04
Cl 0.16 2.76 0.16
H -0.66 -1.54 -0.20
H -3.53 -1.91 -0.13
H 1.02 -0.75 1.03
H 1.92 0.69 1.54
H 1.90 1.28 -1.10
H 1.17 -0.31 -1.45
```

=====

Version Q
Density functional theory data (ωB97M-V/def2-TZVPD) for 2 unconnected molecules or ions with the total composition C6H6ClNS.

Geometry as XYZ:
```
15
C6H6ClNS, DFT ωB97M-V/def2-TZVPD
C -0.13 -0.95 -1.01
C -1.15 -1.10 -0.20
C 0.53 0.23 -0.84
C 3.22 -0.26 -0.18
C -1.58 -0.01 0.74
C -1.07 1.38 0.31
N 0.24 1.26 -0.21
S 3.78 -1.45 0.80
Cl 4.03 1.14 -0.67
H 0.26 -1.65 -1.72
H -1.56 -2.08 -0.04
H -2.65 -0.08 0.96
H -0.96 -0.33 1.47
H -1.66 1.78 -0.51
H -1.28 2.11 1.09
```

=====

Most favorable first, least favorable last: version P, version Q